This record from OMol25 describes 2 unconnected molecules or ions with the total composition CH2Br2S in a non-equilibrium geometry. The level of theory is wB97M-V/def2-TZVPD.

ORCA input file:
```
! RIJCOSX wB97M-V def2-TZVPD def2/J DEFGRID3
* xyz 0 3
C -0.5770 -0.5166 0.2822
S 0.5342 1.4382 -0.8293
Br -1.7399 -1.3135 -0.9508
Br 2.4875 1.1944 0.0681
H 0.2486 -1.0220 0.5230
H -0.9534 0.2195 0.9068
*
```

Computed properties:
HOMO level (alpha / beta) in eV: -7.16 / -9.34
M in g/mol: 205.90
ΔE to the lowest compared entry with this formula, charge and spin in kcal per mole: 15.7

This record from OMol25 describes a single CH2Br4P2 molecule in a non-equilibrium geometry. The level of theory is wB97M-V/def2-TZVPD.

ORCA input file:
```
! RIJCOSX wB97M-V def2-TZVPD def2/J DEFGRID3
* xyz 0 1
C 1.9597 0.0062 -0.4154
P -1.3900 -0.1387 1.3472
P 0.3110 0.2557 -0.0911
Br -3.0008 0.7001 0.2375
Br -1.6057 -2.2965 1.0258
Br 0.0146 2.4943 -0.2661
Br -0.8358 -0.5549 -2.0101
H 2.2722 -1.0435 -0.3277
H 2.2749 0.5773 0.4998
*
```

Computed properties:
HOMO level in eV: -8.91
SMILES: C=P(Br)(Br)P(Br)Br
M in g/mol: 395.59
ΔE to the lowest compared entry with this formula, charge and spin in kcal per mole: 18.7

This record from OMol25 describes 2 unconnected molecules or ions with the total composition CH2BrCl2OP in a non-equilibrium geometry. The level of theory is wB97M-V/def2-TZVPD.

ORCA input file:
```
! RIJCOSX wB97M-V def2-TZVPD def2/J DEFGRID3
* xyz 0 1
C 0.2377 0.1457 -0.3678
O -1.7507 -4.1559 0.6757
P -1.4494 -3.1318 -0.3223
Cl 0.1776 -3.7443 -1.4282
Cl -2.9474 -3.1043 -1.7264
Br 1.0306 -0.3581 -1.9161
H 0.8156 0.1496 0.5368
H -0.8050 0.4054 -0.3806
*
```

Computed properties:
HOMO level (alpha / beta) in eV: -10.18 / -8.65
M in g/mol: 211.81
ΔE to the lowest compared entry with this formula, charge and spin in kcal per mole: 70.5

This record from OMol25 describes a molecular structure, CH2BrCl2P in a non-equilibrium geometry. The level of theory is wB97M-V/def2-TZVPD.

ORCA input file:
```
! RIJCOSX wB97M-V def2-TZVPD def2/J DEFGRID3
* xyz 0 1
C 0.5488 -0.5756 -0.1379
P -0.3223 1.0413 0.2431
Cl -1.0154 1.6308 -1.5730
Cl -2.0782 0.5125 1.2165
Br 1.3703 -0.8408 1.5926
H 0.1356 -1.5311 -0.5224
H 1.3612 -0.2370 -0.8189
*
```

Computed properties:
HOMO level in eV: -9.76
M in g/mol: 195.81
ΔE to the lowest compared entry with this formula, charge and spin in kcal per mole: 0.0

This record from OMol25 describes a gas-phase ion, CH2BrN2 (charge +1) in a non-equilibrium geometry. The level of theory is wB97M-V/def2-TZVPD.

ORCA input file:
```
! RIJCOSX wB97M-V def2-TZVPD def2/J DEFGRID3
* xyz 1 1
C -0.1800 0.3532 0.6791
N 0.3897 -0.6008 0.0027
N 0.0578 0.8068 -0.6070
Br 0.8870 -2.1137 -0.4304
H -0.4145 0.7776 1.6387
H -0.7400 0.7769 -1.2832
*
```

Computed properties:
HOMO level in eV: -15.44
SMILES: BrN1C=[NH+]1
M in g/mol: 121.94
ΔE to the lowest compared entry with this formula, charge and spin in kcal per mole: 53.0

This record from OMol25 describes a molecular structure, CH2BrN3 in a non-equilibrium geometry. The level of theory is wB97M-V/def2-TZVPD.

ORCA input file:
```
! RIJCOSX wB97M-V def2-TZVPD def2/J DEFGRID3
* xyz 0 1
C 0.4743 -0.7268 1.5627
N -0.0610 -0.6597 2.5763
N -0.6238 0.5622 -1.6156
N 1.2516 -0.7903 0.5222
Br 1.0903 0.6935 -0.4619
H -1.1596 1.2552 -1.1681
H -0.9718 -0.3343 -1.4156
*
```

Computed properties:
HOMO level (alpha / beta) in eV: -9.51 / -9.51
M in g/mol: 135.95
ΔE to the lowest compared entry with this formula, charge and spin in kcal per mole: 113.1

This record from OMol25 describes a molecular structure, CH2BrN3 in a non-equilibrium geometry. The level of theory is wB97M-V/def2-TZVPD.

ORCA input file:
```
! RIJCOSX wB97M-V def2-TZVPD def2/J DEFGRID3
* xyz 0 1
C -0.3381 1.7250 0.4000
N -0.0755 2.0641 -0.7884
N -0.3161 0.4096 0.2883
N 0.0104 0.6625 -1.0835
Br -2.0822 -0.6494 2.6871
H -0.8670 -0.3901 0.7241
H -0.8384 0.4893 -1.6705
*
```

Computed properties:
HOMO level (alpha / beta) in eV: -9.81 / -9.81
M in g/mol: 135.95
ΔE to the lowest compared entry with this formula, charge and spin in kcal per mole: 165.2

This record from OMol25 describes a single CH2BrNO4 molecule in a non-equilibrium geometry. The level of theory is wB97M-V/def2-TZVPD.

ORCA input file:
```
! RIJCOSX wB97M-V def2-TZVPD def2/J DEFGRID3
* xyz 0 1
C -1.3432 0.0517 0.6982
N 0.7237 -0.1306 -0.6860
O -0.3014 -0.6069 0.3007
O 1.6251 -1.0050 -0.9236
O -1.5745 0.6926 1.6534
O 1.1039 0.9598 0.0057
Br -2.9729 -0.3038 -0.5671
H 2.3547 -1.2072 -0.2265
H 0.3845 1.5494 -0.2548
*
```

Computed properties:
HOMO level in eV: -10.25
SMILES: O=C(Br)ON(O)O
M in g/mol: 171.93
ΔE to the lowest compared entry with this formula, charge and spin in kcal per mole: 85.3

> ΔE to the lowest compared entry with this formula, charge and spin of number 5 (CH2BrN2)?

53.0 kcal per mole

> Which of these has the lowest ΔE to the lowest compared entry with this formula, charge and spin?

CH2BrCl2P

Copy entry 8 word for word.
This record from OMol25 describes a single CH2BrNO4 molecule in a non-equilibrium geometry. The level of theory is wB97M-V/def2-TZVPD.

ORCA input file:
```
! RIJCOSX wB97M-V def2-TZVPD def2/J DEFGRID3
* xyz 0 1
C -1.3432 0.0517 0.6982
N 0.7237 -0.1306 -0.6860
O -0.3014 -0.6069 0.3007
O 1.6251 -1.0050 -0.9236
O -1.5745 0.6926 1.6534
O 1.1039 0.9598 0.0057
Br -2.9729 -0.3038 -0.5671
H 2.3547 -1.2072 -0.2265
H 0.3845 1.5494 -0.2548
*
```

Computed properties:
HOMO level in eV: -10.25
SMILES: O=C(Br)ON(O)O
M in g/mol: 171.93
ΔE to the lowest compared entry with this formula, charge and spin in kcal per mole: 85.3

> Which value of M does entry 3 give?

211.81 g/mol